116
Properties=species:S:1:pos:R:3:mulliken_charge:R:1 method="wB97M-V/def2-TZVPD" spin_multiplicity=1 de_lowest_kcal_mol=14.0 energy_ev=-79388.4707
S -0.53 3.42 -4.43 -0.1916
F -0.92 -1.71 5.63 -0.3800
O -0.85 -2.30 -2.79 -0.8176
O 0.70 -1.02 0.94 -0.7452
O -0.04 -0.53 -1.68 -0.2470
N 3.27 0.95 0.51 0.6627
N 3.70 2.21 0.44 -0.1773
N 2.48 1.27 -2.10 0.7978
N -3.08 -5.02 8.22 -0.1840
N -0.84 5.02 -6.63 0.2114
N -2.26 -4.04 5.68 0.4308
N 3.02 2.51 -1.94 0.1699
N -1.95 -4.15 0.79 0.2716
N 1.49 3.37 -0.14 0.1303
N 0.56 2.37 -0.07 0.8203
N -1.32 5.96 -4.52 0.2849
C -0.92 4.87 -5.25 -0.0116
C -0.58 -1.70 -1.76 -0.0666
C -2.73 -5.36 0.72 -0.2424
C -2.01 5.76 -3.26 -1.1513
C -2.17 -4.12 3.24 -0.6155
C -0.38 -1.92 3.33 -0.6127
C -2.47 1.66 -0.52 -1.0925
C 3.87 1.65 -3.83 -1.1298
C -0.24 4.04 -7.49 -0.8806
C -1.48 -3.57 -0.36 -0.5542
C 3.76 -1.41 -4.32 -1.6918
C 5.13 1.12 1.80 -0.9182
C 3.85 2.76 -2.98 -0.8065
C -1.26 -4.47 6.68 -0.5626
C -4.11 -4.38 7.26 -0.8692
C 2.58 -0.65 -3.71 1.7311
C -0.95 -2.41 4.46 0.1218
C -1.74 -4.41 8.09 -0.7459
C 0.93 4.51 0.42 -0.7965
C -3.64 -5.46 -0.43 -1.0964
C 3.95 -1.24 1.50 2.2737
C 4.53 -1.63 2.87 -1.7316
C -4.17 -5.40 1.01 -0.4239
C -0.76 -2.40 -0.39 -0.4081
C -0.23 -1.88 0.88 0.8554
C -0.74 -2.46 2.09 0.7799
C 4.11 0.24 1.29 -0.1895
C -1.54 6.10 -7.34 -1.1077
C -1.65 -3.57 2.05 -0.0239
C 2.94 0.77 -3.25 -0.2403
C 4.59 -1.86 0.25 -1.2430
C -1.69 1.95 0.80 2.4050
C 4.81 2.36 1.24 -0.6153
C -2.59 2.51 1.88 -1.8846
C -1.76 -3.59 4.48 -0.6883
C -3.60 -4.55 5.82 -0.5896
C -0.54 2.85 0.51 -0.2266
C -0.39 4.25 0.80 -1.1088
C -0.82 7.30 -4.73 -1.0669
C 1.39 -0.64 -4.72 -1.1470
B 3.00 3.18 -0.56 -0.2242
Li 1.20 0.27 -0.56 0.8143
H -2.48 6.35 -6.92 0.3772
H 5.65 -1.55 0.13 0.3443
H 4.01 -1.20 3.71 0.4079
H -4.53 -6.35 1.42 0.3257
H 4.47 -2.75 3.00 0.3740
H 3.50 -2.51 -4.41 0.3959
H -1.66 8.03 -4.91 0.2804
H -2.72 -5.06 3.10 0.5126
H 4.29 3.75 -3.08 0.4495
H -5.06 -4.95 7.38 0.3994
H 0.31 -1.04 3.46 0.4956
H -1.99 2.54 2.80 0.4040
H 3.72 4.20 -0.54 -0.2126
H 0.61 4.41 -8.06 0.3594
H 4.58 -2.95 0.35 0.3804
H -3.73 -4.57 -1.03 0.5177
H -0.11 7.32 -5.58 0.3874
H 1.48 0.20 -5.45 0.1663
H -3.46 1.87 2.03 0.4624
H 0.46 -0.51 -4.14 0.1894
H 5.62 -1.33 3.00 0.2891
H -4.59 -4.40 1.22 0.2269
H 2.24 -1.15 -2.76 -0.5963
H 5.88 0.90 2.55 0.3251
H -1.70 -4.16 -1.23 0.8978
H 1.54 5.40 0.50 0.4783
H 4.45 1.45 -4.70 0.4692
H 4.61 -1.41 -3.62 0.3446
H 5.29 3.32 1.44 0.4199
H -2.76 6.54 -3.15 0.3417
H -1.58 5.82 -8.39 0.3886
H -3.07 -6.04 8.06 0.4090
H -2.18 -6.30 0.91 0.2906
H -4.21 -3.31 7.55 0.3552
H 4.06 -1.02 -5.31 0.3620
H -1.30 5.80 -2.40 0.3588
H -0.29 7.66 -3.81 0.3326
H -0.95 3.52 -8.15 0.3618
H -2.87 2.52 -1.06 0.2642
H 0.21 3.26 -6.83 0.1075
H -2.46 4.78 -3.19 0.3328
H -3.60 -6.45 -0.89 0.2379
H -2.96 3.54 1.61 0.2857
H -0.39 -3.83 6.53 0.4059
H 2.88 -1.49 1.53 -0.8594
H -3.38 -4.91 9.22 0.3673
H 4.03 -1.47 -0.60 0.1288
H -1.05 -4.92 8.78 0.3933
H -1.08 4.94 1.23 0.4183
H -0.96 7.05 -7.33 0.2566
H -4.29 -3.96 5.15 0.4190
H -1.85 -3.40 8.49 0.3510
H -0.83 -5.46 6.46 0.2369
H -1.36 0.96 1.18 -0.9318
H -3.68 -5.57 5.51 0.4543
H -1.74 1.16 -1.16 0.0900
H 1.36 -1.62 -5.21 0.4108
H -3.30 0.95 -0.32 0.3043